[1]
This record from OMol25 describes a structure of composition C30H29AsBN8O7P2Ru at a distorted geometry. The level of theory is ωB97M-V/def2-TZVPD.

The geometry in XYZ format:
```
79
Properties=species:S:1:pos:R:3:forces:R:3:lowdin_charge:R:1
Ru 0.670 -0.595 0.747 -1.01 -0.02 1.76 1.32
C 4.370 -1.475 2.337 0.03 -0.05 -0.04 -0.01
C 3.186 -0.764 2.312 -0.05 -0.13 -0.12 -0.08
N 2.456 -1.157 1.260 0.81 -0.12 -0.48 -0.11
N 3.165 -2.110 0.588 -0.06 0.23 -0.04 0.07
C 4.322 -2.306 1.228 0.08 -0.12 -0.02 -0.02
B 2.566 -2.562 -0.775 0.11 0.13 0.04 -0.63
N 1.203 -3.215 -0.483 -0.10 0.01 -0.08 0.03
C 0.787 -4.489 -0.567 -0.04 0.04 -0.05 -0.03
C -0.514 -4.550 -0.105 -0.03 -0.07 -0.04 -0.02
C -0.826 -3.244 0.266 0.09 0.04 -0.03 -0.11
N 0.221 -2.456 0.034 -0.16 0.12 0.10 -0.09
N 2.312 -1.223 -1.556 -0.12 0.01 0.09 0.04
C 2.948 -0.717 -2.624 0.05 0.03 -0.08 -0.03
C 2.619 0.620 -2.750 0.04 -0.05 -0.01 -0.02
C 1.774 0.884 -1.675 0.08 -0.11 0.02 -0.09
N 1.595 -0.237 -0.978 -0.23 0.52 -0.36 -0.11
N 3.422 -3.476 -1.599 0.07 -0.06 0.10 -0.02
C 3.095 -4.011 -2.807 -0.01 0.00 -0.04 -0.11
C 4.153 -4.771 -3.230 -0.04 0.02 0.02 -0.05
C 5.101 -4.645 -2.196 0.05 0.00 0.01 -0.14
N 4.664 -3.869 -1.224 -0.04 0.00 -0.05 0.08
H 5.159 -1.401 3.063 0.01 -0.01 0.00 0.11
H 2.829 -0.021 2.995 -0.08 0.08 0.05 0.10
H 5.021 -3.020 0.835 0.04 -0.01 0.01 0.11
H 1.436 -5.255 -0.956 0.00 -0.01 0.01 0.13
H -1.143 -5.419 -0.044 -0.01 0.00 0.00 0.11
H -1.728 -2.831 0.687 0.01 -0.01 0.03 0.12
H 3.601 -1.342 -3.211 0.00 0.02 -0.01 0.13
H 2.959 1.309 -3.502 0.00 0.00 -0.01 0.11
H 1.305 1.803 -1.361 0.03 -0.04 0.00 0.10
H 2.142 -3.805 -3.268 0.00 -0.01 0.00 0.13
H 4.233 -5.336 -4.142 -0.01 0.00 0.00 0.10
H 6.081 -5.088 -2.125 0.00 0.00 0.00 0.11
O 1.993 2.211 3.711 0.02 0.20 0.14 -0.09
P 0.711 1.828 2.861 -0.14 0.20 -0.61 0.20
O -0.298 2.903 2.788 0.01 0.03 0.07 -0.27
O 1.195 1.282 1.521 0.19 -0.13 0.52 -0.42
O 0.144 0.562 3.708 -0.23 -0.17 0.17 -0.24
P -0.604 -0.737 3.139 0.18 0.44 -0.05 0.20
O -1.746 -0.998 4.184 0.09 -0.23 0.18 -0.06
O 0.391 -1.812 2.886 -0.08 0.25 -0.18 -0.25
O -1.297 -0.374 1.812 -0.23 0.09 -0.28 -0.44
H 1.863 3.018 4.234 0.01 -0.23 -0.13 0.10
H -1.455 -1.389 5.023 -0.08 0.08 -0.20 0.12
C -4.847 3.308 3.278 -0.03 -0.02 0.02 -0.05
C -4.073 4.188 2.535 0.04 0.00 -0.06 -0.05
C -3.099 3.704 1.677 -0.01 0.05 -0.03 -0.08
C -2.936 2.328 1.551 0.26 -0.12 0.26 -0.36
C -3.702 1.437 2.300 -0.11 -0.05 -0.02 -0.10
C -4.664 1.937 3.162 0.02 -0.01 -0.03 -0.05
As -1.645 1.637 0.339 0.54 -0.90 -0.91 1.51
C -0.866 3.014 -0.750 -0.03 0.07 0.11 -0.36
C -1.045 2.967 -2.134 -0.03 -0.01 0.01 -0.10
C -0.451 3.935 -2.930 -0.04 -0.04 0.00 -0.06
C 0.324 4.932 -2.354 0.01 0.01 0.02 -0.06
C 0.508 4.968 -0.978 0.01 0.01 -0.01 -0.05
C -0.078 4.008 -0.169 0.04 -0.03 0.11 -0.10
C -2.633 0.495 -0.865 0.00 0.01 0.06 -0.36
C -4.008 0.674 -1.004 -0.03 -0.01 0.01 -0.08
C -4.714 -0.112 -1.904 -0.03 0.03 0.02 -0.06
C -4.061 -1.077 -2.655 0.01 -0.01 -0.01 -0.06
C -2.691 -1.255 -2.518 -0.04 0.04 0.02 -0.06
C -1.980 -0.470 -1.625 0.27 0.01 -0.05 -0.13
H -5.599 3.695 3.953 0.00 0.00 0.00 0.11
H -4.222 5.256 2.628 0.01 0.00 0.00 0.11
H -2.488 4.391 1.108 0.03 -0.02 0.02 0.10
H -3.560 0.369 2.202 0.01 0.04 0.01 0.10
H -5.269 1.255 3.743 0.01 0.00 0.00 0.11
H -1.650 2.197 -2.593 -0.01 -0.04 0.02 0.10
H -0.600 3.911 -4.001 0.00 -0.01 0.01 0.11
H 0.786 5.684 -2.980 0.00 0.00 0.00 0.11
H 1.112 5.746 -0.531 0.00 -0.01 0.00 0.11
H 0.076 4.016 0.904 -0.02 0.00 -0.03 0.09
H -4.531 1.423 -0.426 0.01 0.01 0.03 0.11
H -5.781 0.032 -2.014 0.00 0.00 0.00 0.11
H -4.619 -1.692 -3.349 -0.01 0.00 0.00 0.11
H -2.175 -2.004 -3.104 0.00 0.00 0.00 0.11
H -0.905 -0.615 -1.538 -0.16 0.05 0.07 0.07
```
Forces are in eV/Å.

The calculation puts the LUMO energy (alpha / beta) at -0.208 / -0.209 Eh. The calculation puts the total energy at -5163.6950 hartree. Its multiplicity is 1. As for the net charge: +1. The gap between HOMO and LUMO (alpha / beta) is 4.99 / 5.04 eV.

=====

[2]
This record from OMol25 describes a structure of composition C30H29AsF3IrN3O3P2S2Se2. The level of theory is ωB97M-V/def2-TZVPD.

The geometry in XYZ format:
```
76
Properties=species:S:1:pos:R:3:forces:R:3:lowdin_charge:R:1
Ir -1.105 0.064 -2.721 0.16 -0.44 -0.57 0.73
Se -0.219 2.385 3.541 -0.01 0.03 -0.01 0.38
P -0.644 0.385 3.061 -0.04 0.17 0.07 0.54
C -1.988 -0.316 4.034 -0.03 -0.07 -0.06 -0.36
C -3.221 0.334 4.025 0.05 0.01 0.01 -0.10
C -4.260 -0.153 4.795 -0.01 -0.02 0.01 -0.06
C -4.071 -1.283 5.583 -0.02 0.02 0.00 -0.07
C -2.846 -1.927 5.597 0.04 -0.01 -0.02 -0.07
C -1.800 -1.448 4.818 -0.03 -0.03 -0.02 -0.07
C 0.760 -0.742 3.218 0.07 -0.03 -0.03 -0.36
C 1.671 -0.528 4.250 0.03 0.01 -0.07 -0.10
C 2.723 -1.412 4.433 0.01 -0.03 0.00 -0.07
C 2.872 -2.504 3.589 0.02 0.02 0.04 -0.07
C 1.968 -2.716 2.558 -0.04 0.01 -0.02 -0.08
C 0.911 -1.837 2.371 -0.03 -0.06 0.04 -0.08
C -1.175 0.186 1.340 -0.29 -0.20 0.13 -0.40
C -0.680 0.712 0.162 -0.05 0.07 0.01 -0.43
N -1.445 0.163 -0.815 -0.20 -0.14 0.56 -0.32
N -2.349 -0.646 -0.284 0.11 0.06 0.09 -0.01
N -2.203 -0.637 1.015 0.07 0.10 -0.08 0.05
P 0.603 1.840 -0.289 0.11 0.06 0.42 0.75
Se 0.723 1.564 -2.485 -0.08 -0.13 -0.19 0.57
C 2.128 1.383 0.517 0.13 -0.04 -0.10 -0.35
C 2.725 0.177 0.140 -0.04 0.03 0.02 -0.10
C 3.865 -0.252 0.791 0.02 0.00 0.01 -0.07
C 4.412 0.520 1.810 0.00 -0.01 0.00 -0.06
C 3.824 1.721 2.176 -0.02 0.04 -0.01 -0.05
C 2.678 2.161 1.532 0.00 -0.02 0.01 -0.10
C 0.153 3.525 0.055 -0.02 0.13 -0.10 -0.39
C 1.089 4.528 -0.206 0.00 -0.05 0.01 -0.09
C 0.737 5.853 -0.020 -0.01 0.01 0.00 -0.06
C -0.546 6.173 0.408 0.00 0.01 0.00 -0.05
C -1.479 5.175 0.650 0.00 0.00 -0.01 -0.05
C -1.135 3.845 0.471 0.00 0.01 -0.01 -0.11
H -3.358 1.226 3.426 0.00 0.00 0.01 0.10
H -5.219 0.349 4.787 0.01 0.00 0.00 0.11
H -4.884 -1.658 6.192 0.00 0.00 -0.01 0.11
H -2.700 -2.807 6.210 0.01 0.01 0.00 0.11
H -0.845 -1.958 4.827 0.00 -0.01 0.01 0.10
H 1.553 0.333 4.896 0.01 0.01 -0.01 0.09
H 3.428 -1.248 5.238 0.00 0.00 0.00 0.11
H 3.695 -3.192 3.736 0.00 0.00 0.01 0.11
H 2.081 -3.571 1.902 0.00 0.01 0.01 0.11
H 0.196 -2.015 1.576 0.00 -0.01 0.00 0.10
H 2.291 -0.421 -0.654 0.01 0.01 -0.01 0.08
H 4.330 -1.187 0.509 -0.01 0.00 0.01 0.11
H 5.303 0.181 2.322 0.00 0.00 -0.01 0.12
H 4.248 2.314 2.975 0.00 0.00 -0.01 0.12
H 2.200 3.080 1.838 0.00 0.00 0.00 0.07
H 2.087 4.276 -0.548 0.00 0.01 0.01 0.12
H 1.459 6.635 -0.212 0.00 -0.01 0.00 0.11
H -0.820 7.209 0.552 0.00 0.00 0.00 0.11
H -2.474 5.430 0.986 0.00 0.00 0.00 0.12
H -1.857 3.065 0.673 0.01 0.00 0.01 0.10
C -1.459 -3.936 -4.717 -0.12 0.08 -0.01 -0.22
As 0.086 -2.960 -4.151 0.27 -0.28 0.00 0.83
C 1.288 -4.359 -3.614 0.03 -0.05 0.08 -0.25
C 0.994 -2.044 -5.563 -0.07 0.14 -0.06 -0.20
S -0.091 -1.879 -2.275 0.27 0.07 0.29 0.28
H -1.152 -4.540 -5.571 -0.02 -0.02 0.00 0.06
H -2.273 -3.274 -4.990 0.01 0.05 0.00 0.03
H -1.748 -4.580 -3.889 -0.03 -0.02 -0.01 0.05
H 1.549 -4.948 -4.493 0.00 -0.01 0.00 0.05
H 0.799 -4.998 -2.881 -0.01 0.00 -0.01 0.05
H 2.187 -3.929 -3.177 0.00 0.03 -0.04 0.04
H 0.673 -2.471 -6.512 0.01 -0.02 0.01 0.06
H 2.059 -2.204 -5.414 0.03 0.01 -0.02 0.05
H 0.759 -0.983 -5.543 0.00 0.00 0.01 0.01
F -1.592 0.248 -7.782 -0.03 -0.01 -0.04 0.16
C -2.467 0.741 -6.911 0.02 -0.09 0.05 -0.68
F -3.619 0.100 -7.030 -0.03 0.03 -0.02 0.17
F -2.642 2.030 -7.129 0.02 0.08 -0.04 0.18
S -1.798 0.481 -5.218 -0.39 0.11 -0.21 0.44
O -2.633 1.247 -4.294 0.17 0.07 -0.23 -0.33
O -0.406 0.892 -5.232 -0.02 0.07 -0.06 -0.38
O -1.902 -0.969 -4.968 -0.02 0.27 0.15 -0.40
```
Forces are in eV/Å.

The calculation puts the LUMO energy at -0.159 Eh. The calculation puts the total energy at -10472.0435 hartree. Its multiplicity is 1. As for the net charge: +1. The gap between HOMO and LUMO is 5.89 eV.

=====

[3]
This record from OMol25 describes a structure of composition C30H29BrF4N7OPS3Sr at a distorted geometry. The level of theory is ωB97M-V/def2-TZVPD.

The geometry in XYZ format:
```
77
Properties=species:S:1:pos:R:3:forces:R:3:lowdin_charge:R:1
Sr -0.334 -0.068 0.094 2.05 0.94 -0.27 0.89
S 0.231 2.183 -1.765 0.57 0.28 0.08 0.42
C -1.206 1.745 -2.583 -0.13 0.11 -0.08 -1.24
S -2.114 0.380 -2.095 -0.56 -0.47 -0.08 0.43
C -1.671 2.502 -3.663 0.27 -0.52 0.66 -0.45
C -1.096 3.699 -4.081 0.58 0.99 -0.27 -0.31
N -0.692 4.710 -4.469 0.08 0.08 -0.02 0.10
C -2.789 2.111 -4.399 -0.99 -0.34 -0.59 -0.33
N -3.704 1.836 -5.051 -0.05 0.01 -0.03 0.10
F 4.136 -6.633 -1.566 -0.06 0.22 0.11 0.06
C 3.637 -5.592 -0.852 -0.05 -0.05 -0.07 -0.16
C 4.215 -5.219 0.350 0.09 0.11 0.20 -0.15
F 5.276 -5.928 0.823 -0.16 0.11 -0.20 0.06
C 3.691 -4.142 1.051 -0.72 -0.04 -0.69 -0.24
F 4.364 -3.828 2.188 0.25 -0.06 0.29 0.04
C 2.549 -3.433 0.687 0.70 -1.45 -1.01 -0.13
P 1.626 -1.397 1.942 0.04 0.77 0.81 0.87
C 3.464 -1.133 2.025 -0.10 0.28 -0.08 -0.34
C 3.973 -0.730 0.788 -0.12 -0.11 0.04 -0.13
C 5.280 -0.326 0.635 0.27 0.06 -0.07 -0.10
C 6.128 -0.296 1.732 0.07 0.03 -0.05 -0.12
C 5.627 -0.645 2.974 0.30 0.00 0.14 -0.11
C 4.313 -1.046 3.127 -0.21 -0.17 -0.13 -0.11
C 1.161 -2.854 2.942 -0.01 -0.02 -0.10 -0.35
C 1.952 -3.518 3.874 -0.09 0.03 -0.01 -0.10
C 1.467 -4.629 4.544 0.10 -0.10 0.16 -0.09
C 0.188 -5.098 4.299 -0.08 -0.24 0.14 -0.12
C -0.606 -4.448 3.370 -0.14 -0.14 -0.02 -0.10
C -0.118 -3.347 2.696 -0.02 -0.01 -0.02 -0.13
C 1.990 -3.892 -0.499 0.74 0.08 0.73 -0.59
Br 0.314 -3.185 -1.151 -0.28 0.31 -0.11 0.75
C 2.522 -4.899 -1.292 -0.21 0.02 -0.01 -0.29
F 1.961 -5.248 -2.474 0.17 -0.16 0.09 0.02
H 3.314 -0.759 -0.075 0.03 -0.05 0.00 0.09
H 5.645 -0.044 -0.343 0.04 0.04 -0.10 0.09
H 7.166 -0.016 1.615 0.05 0.07 0.02 0.08
H 6.281 -0.620 3.838 0.02 0.00 0.07 0.09
H 3.974 -1.330 4.112 -0.10 0.04 0.06 0.08
H 2.964 -3.196 4.053 0.08 0.06 0.03 0.08
H 2.089 -5.145 5.266 0.07 0.03 -0.03 0.09
H -0.176 -5.983 4.810 -0.02 0.05 0.03 0.09
H -1.606 -4.818 3.168 -0.01 -0.01 -0.06 0.09
H -0.717 -2.863 1.940 -0.03 -0.03 -0.03 0.05
C -3.977 -2.571 1.953 0.56 0.60 0.08 -0.21
S -2.880 -1.086 1.855 -2.65 -0.39 1.11 0.85
C -4.129 -0.024 1.064 0.48 -0.09 0.19 -0.24
O -1.948 -1.444 0.780 -0.14 -1.22 -0.75 -0.81
H -4.738 -2.411 2.708 -0.13 0.06 0.14 0.05
H -3.351 -3.414 2.226 0.15 -0.04 0.08 0.03
H -4.414 -2.738 0.976 -0.05 0.04 -0.20 0.06
H -5.055 -0.071 1.625 -0.15 -0.03 0.16 0.05
H -4.254 -0.356 0.039 -0.01 -0.13 -0.14 0.05
H -3.734 0.986 1.078 -0.07 0.01 -0.07 0.00
N -3.051 4.482 3.256 -0.48 0.15 0.35 0.11
N -2.179 3.760 2.472 0.96 -0.85 -1.21 -0.28
N -1.013 4.248 2.058 -0.66 -0.07 0.36 0.14
C -0.529 3.225 1.368 0.07 0.54 0.27 -0.24
N -1.359 2.188 1.354 -0.73 -0.30 0.04 -0.02
N -2.418 2.524 2.052 0.29 0.95 0.58 0.08
H -2.635 5.400 3.389 -0.01 -0.21 -0.10 0.09
H -3.951 4.570 2.785 0.35 -0.02 -0.06 0.10
H 0.413 3.247 0.866 0.21 -0.01 -0.14 0.08
C -0.715 -0.628 4.711 0.21 0.23 0.08 -0.08
C 0.573 0.132 4.357 0.02 0.05 -0.13 -0.67
C 0.337 1.631 4.602 0.00 -0.29 0.08 -0.09
C 1.690 -0.329 5.304 -0.17 0.16 0.03 -0.07
C 0.898 -0.059 2.882 -0.55 -0.22 -0.73 -0.40
H -0.936 -0.563 5.779 -0.06 0.02 0.24 0.07
H -0.616 -1.677 4.441 -0.07 -0.04 0.07 0.06
H -1.547 -0.203 4.151 -0.03 0.00 0.02 0.03
H 0.091 1.832 5.647 -0.03 0.00 0.15 0.07
H -0.491 1.986 3.990 -0.08 0.04 -0.11 0.04
H 1.231 2.198 4.346 0.09 0.09 -0.04 0.08
H 1.434 -0.107 6.345 0.00 0.01 0.16 0.07
H 2.613 0.188 5.053 0.13 0.00 0.03 0.07
H 1.839 -1.403 5.219 0.09 -0.03 0.00 0.05
H 1.235 0.867 2.401 0.05 0.23 -0.06 0.01
```
Forces are in eV/Å.

The calculation puts the LUMO energy at 0.129 Eh. The calculation puts the total energy at -6159.1582 hartree. Its multiplicity is 1. As for the net charge: -2. The gap between HOMO and LUMO is 4.58 eV.